No. 1
The following is a quantum chemistry calculation of the molecule C16H19N3O4, from the OMol25 dataset.

Output
- LUMO energy: 0.4 eV
- Net charge: 0
- Relative energy (zero: lowest compared OMol25 entry of this formula, charge and spin): 19.715 eV
- SMILES string: COc1cc(NC(=O)NCc2ccncc2)cc(OC)c1OC
- Orbital gap: 8.13 eV
- Highest occupied orbital energy: -0.2858 hartree

CARTESIAN COORDINATES (ANGSTROEM)
C: 4.38617 -0.45289 2.91027
O: 4.00351 0.75609 1.88084
C: 2.72623 0.36037 1.56565
C: 1.78915 1.35617 1.88397
C: 0.53530 1.22239 1.07547
N: -0.44919 2.10538 1.40799
C: -1.53897 2.52844 0.82640
O: -2.22069 3.38882 0.88441
N: -1.69255 2.17727 -0.63287
C: -2.80940 2.28429 -1.51137
C: -3.55616 1.12655 -1.47268
C: -3.92141 0.31778 -0.47540
C: -4.58314 -0.92678 -0.86907
N: -4.97055 -1.12409 -2.05173
C: -4.83063 -0.42300 -2.99289
C: -4.03896 0.91137 -2.81622
C: 0.18895 0.01528 0.48820
C: 0.99714 -0.95794 0.32920
O: 0.44852 -1.95041 -0.21062
C: 1.23348 -3.27188 -0.35796
C: 2.40068 -1.04756 0.70376
O: 3.45461 -1.88049 0.40113
C: 4.34015 -1.18761 -0.44745
H: 4.33438 -1.39995 2.38752
H: 5.34564 -0.15876 2.96974
H: 3.82684 -0.37671 3.74721
H: 2.11725 2.02544 2.40346
H: -0.38366 2.82968 2.35563
H: -0.91873 1.72375 -0.85994
H: -3.38112 3.10084 -0.86362
H: -2.41930 2.66048 -2.30393
H: -3.62247 0.42705 0.66809
H: -4.78374 -1.46728 -0.12681
H: -5.24180 -0.88882 -4.01070
H: -3.85509 1.46747 -3.67949
H: -0.86313 -0.35367 0.38402
H: 0.42911 -4.06691 -0.94646
H: 2.00690 -3.27702 -1.11686
H: 1.73810 -3.57967 0.42761
H: 4.80197 -0.59351 -0.09428
H: 5.07850 -2.16447 -0.59241
H: 3.89812 -1.23545 -1.26781

---

No. 2
The following is a quantum chemistry calculation of a cluster of 10 separate species, C40H74O16 in total, from the OMol25 dataset.

Output
- LUMO energy: 0.5 eV
- Net charge: 0
- Relative energy (zero: lowest compared OMol25 entry of this formula, charge and spin): 1.841 eV
- SMILES string: C[C@H]1COC(=O)O1.C[C@H]1COC(=O)O1.C[C@H]1COC(=O)O1.C1CCOC1.C1CCOC1.C1CCOC1.C1CCOC1.C1CCOC1.C1CCOC1.C1CCOC1
- Orbital gap: 9.94 eV
- Highest occupied orbital energy: -0.3485 hartree

CARTESIAN COORDINATES (ANGSTROEM)
C: -4.32013 -5.41592 -8.96653
C: -4.24698 -6.85403 -8.35653
C: -3.02452 -7.63326 -8.82674
O: -2.34599 -7.98638 -7.65492
C: -2.91830 -7.36345 -6.61032
O: -2.49289 -7.40160 -5.47952
O: -3.98304 -6.67525 -6.97064
H: -4.53340 -5.48417 -10.03327
H: -3.33158 -4.99845 -8.77527
H: -5.04171 -4.73928 -8.50873
H: -5.08851 -7.48755 -8.63684
H: -2.36917 -6.98915 -9.41304
H: -3.22448 -8.58121 -9.32625
C: 6.05535 10.32141 2.97316
C: 5.49304 8.87538 3.15563
C: 4.01970 8.81041 3.55150
O: 3.56888 7.68711 2.82102
C: 4.36951 7.48236 1.76350
O: 4.16095 6.70273 0.79521
O: 5.43078 8.31305 1.83737
H: 5.61680 10.87568 2.14336
H: 7.11600 10.37975 2.72878
H: 5.89504 10.93234 3.86152
H: 6.11133 8.17436 3.71633
H: 3.58037 9.77996 3.31684
H: 4.00400 8.61291 4.62334
C: 3.78924 -1.33804 -8.86585
C: 4.34898 -2.49043 -8.00466
C: 3.58878 -2.82775 -6.75451
O: 3.41923 -4.22924 -6.89955
C: 3.95219 -4.66083 -8.03626
O: 3.86986 -5.82715 -8.42416
O: 4.37047 -3.67772 -8.78017
H: 3.99557 -0.38399 -8.38074
H: 2.74774 -1.55017 -9.10746
H: 4.27188 -1.23771 -9.83801
H: 5.35923 -2.27621 -7.65595
H: 2.61808 -2.34408 -6.64544
H: 4.15145 -2.63592 -5.84089
C: 7.72429 -4.64577 3.57126
C: 8.68191 -3.66466 2.94861
C: 8.63600 -3.97426 1.43420
O: 7.97854 -5.23158 1.40762
C: 6.94598 -5.20755 2.37577
H: 7.12976 -4.15375 4.34103
H: 8.28820 -5.41418 4.10007
H: 9.64429 -3.68576 3.45996
H: 8.40663 -2.61725 3.07206
H: 9.62729 -4.16578 1.02339
H: 8.06222 -3.28274 0.81721
H: 6.54660 -6.16248 2.71739
H: 6.09039 -4.63549 2.01686
C: -2.48997 -9.72258 2.89452
C: -1.62174 -9.45117 4.08301
C: -2.65822 -9.14635 5.12595
O: -3.62128 -8.42784 4.42737
C: -3.65330 -8.83936 3.02285
H: -2.73797 -10.78316 2.85249
H: -1.91570 -9.47171 2.00267
H: -0.95572 -8.59571 3.97026
H: -1.02994 -10.30208 4.42040
H: -2.28547 -8.59889 5.99165
H: -3.03124 -10.04216 5.62241
H: -3.46340 -7.96888 2.39492
H: -4.55939 -9.37487 2.73941
C: -8.10664 -0.22142 -3.30322
C: -6.97702 -1.04095 -2.74257
C: -5.78704 -0.31478 -3.31712
O: -6.23682 0.05631 -4.59726
C: -7.66979 0.28836 -4.64840
H: -8.38887 0.63833 -2.69555
H: -9.02559 -0.80743 -3.31877
H: -6.96138 -2.10518 -2.97762
H: -6.91230 -1.08149 -1.65525
H: -4.85645 -0.88105 -3.27912
H: -5.55624 0.57169 -2.72638
H: -8.18266 -0.21285 -5.46929
H: -7.78301 1.36950 -4.72855
C: -0.22096 -2.08384 0.69318
C: 0.30151 -0.74467 0.33918
C: -0.38432 0.14231 1.44307
O: -1.58619 -0.59317 1.80888
C: -1.18143 -1.92393 1.88519
H: 0.49564 -2.74360 1.18236
H: -0.74141 -2.60703 -0.10901
H: -0.06656 -0.45060 -0.64375
H: 1.38261 -0.65183 0.23570
H: -0.61323 1.15608 1.11452
H: 0.16680 0.28824 2.37209
H: -2.11699 -2.48128 1.83829
H: -0.72628 -2.05725 2.86660
C: 7.53438 1.31892 7.92922
C: 6.01598 1.33540 7.79001
C: 5.82077 2.40062 6.70608
O: 6.97473 3.22255 6.91660
C: 8.15971 2.49967 7.21203
H: 7.84978 0.33975 7.56886
H: 7.82319 1.42761 8.97463
H: 5.58493 1.57957 8.76093
H: 5.55599 0.38933 7.50461
H: 4.92481 2.98168 6.92453
H: 5.85845 2.13291 5.65014
H: 8.85977 3.10238 7.79063
H: 8.66736 2.20106 6.29485
C: -2.27445 7.23786 -3.10142
C: -2.28256 7.83670 -1.72384
C: -1.43196 9.07145 -1.84413
O: -1.98105 9.55802 -3.06048
C: -2.20349 8.44762 -3.94409
H: -3.18138 6.69332 -3.36420
H: -1.39531 6.59437 -3.13503
H: -1.83739 7.14239 -1.01119
H: -3.30155 8.02210 -1.38415
H: -0.36340 8.87866 -1.93960
H: -1.55682 9.76008 -1.00849
H: -1.33645 8.29767 -4.58740
H: -3.12798 8.52520 -4.51627
C: -8.26868 5.18910 3.59964
C: -8.17211 6.49856 4.40866
C: -8.31405 6.03869 5.83785
O: -7.86101 4.68513 5.79770
C: -7.48836 4.27177 4.49223
H: -7.75950 5.30686 2.64311
H: -9.26815 4.77355 3.47126
H: -8.81872 7.24646 3.94969
H: -7.17214 6.92628 4.33649
H: -9.37158 6.11600 6.09035
H: -7.67247 6.55386 6.55275
H: -7.77524 3.29140 4.11186
H: -6.40198 4.30397 4.40947

---

No. 3
The following is a quantum chemistry calculation of the ion C4H8NO2 with charge -1, from the OMol25 dataset.

Output
- LUMO energy: 3.8 eV
- Net charge: -1
- Relative energy (zero: lowest compared OMol25 entry of this formula, charge and spin): 1.106 eV
- SMILES string: NCCCC(=O)[O-]
- Orbital gap: 7.66 eV
- Highest occupied orbital energy: -0.1421 hartree

CARTESIAN COORDINATES (ANGSTROEM)
N: -2.01258 -0.38116 1.07081
C: -1.42685 0.10320 -0.20504
C: -0.04311 0.64766 -0.19600
C: 0.99925 -0.51853 -0.20135
C: 2.43399 -0.02674 -0.23415
O: 3.28775 -0.78608 -0.73246
O: 2.64678 1.07849 0.34729
H: -1.32290 -0.43943 1.80304
H: -2.73751 0.29895 1.24856
H: -2.27495 0.59539 -0.72754
H: -1.42042 -0.72853 -0.95791
H: 0.14497 1.14771 -1.15019
H: 0.20640 1.34653 0.60183
H: 0.65031 -1.30345 0.48294
H: 0.86887 -1.03403 -1.14982

---

No. 4
The following is a quantum chemistry calculation of a cluster of 2 separate species, C21H14Br2F3O3 in total, from the OMol25 dataset.

Output
- LUMO energy: 2.3 eV
- Net charge: -1
- Orbital gap: 6.67 eV
- Highest occupied orbital energy: -0.1604 hartree

CARTESIAN COORDINATES (ANGSTROEM)
C: 5.08010 -0.93798 4.30181
O: 4.39420 0.20424 3.75011
C: 3.19495 0.05185 3.11970
C: 2.49698 -1.17620 3.02241
C: 1.34895 -1.24202 2.23680
C: 0.83598 -0.11223 1.53728
C: -0.41995 -0.14948 0.74260
C: -0.71957 -1.36471 -0.01563
C: -2.03990 -1.51366 -0.49901
C: -2.39764 -2.53415 -1.32946
Br: -4.13136 -2.64016 -2.03024
C: -1.40863 -3.58544 -1.73383
O: -1.69434 -4.50291 -2.51158
C: -0.06330 -3.42884 -1.12408
Br: 1.21865 -4.74668 -1.50910
C: 0.23772 -2.34950 -0.33078
C: 1.46999 1.11539 1.77383
C: 2.61108 1.21052 2.53905
H: 6.02404 -0.51777 4.65373
H: 4.52039 -1.36704 5.14453
H: 5.27302 -1.71245 3.54506
H: 2.88222 -2.07011 3.52799
H: 0.85385 -2.21217 2.18294
H: -1.27230 0.28074 1.29028
H: -2.79929 -0.79797 -0.19208
H: 1.24261 -2.29662 0.07843
H: 1.02524 1.99971 1.32432
H: 3.11684 2.16483 2.67329
F: -0.31228 2.10885 -4.79123
C: -0.21467 1.85172 -3.44735
F: 0.18021 0.54654 -3.33358
F: 0.81589 2.61875 -2.98117
C: -1.49959 2.11971 -2.74094
C: -1.58292 1.84493 -1.31080
O: -0.70742 1.10970 -0.72491
C: -2.72551 2.41275 -0.67657
C: -3.82895 2.84758 -1.41307
C: -3.78097 2.86073 -2.80535
C: -2.60106 2.53139 -3.47056
H: -2.72889 2.46654 0.40282
H: -4.73170 3.17746 -0.90335
H: -4.63989 3.16216 -3.41579
H: -2.52275 2.57201 -4.55652

---

No. 5
The following is a quantum chemistry calculation of a cluster of 2 separate species, C2H3FS in total, from the OMol25 dataset.

Output
- LUMO energy (alpha / beta): -2.4 / -2.4 eV
- Net charge: 0
- Relative energy (zero: lowest compared OMol25 entry of this formula, charge and spin): 5.088 eV
- Orbital gap (alpha / beta): 5.61 / 5.61 eV
- Highest occupied orbital energy (alpha / beta): -0.2946 / -0.2946 hartree

CARTESIAN COORDINATES (ANGSTROEM)
C: -0.47490 1.33954 0.33317
C: 0.58819 -1.44960 -0.28727
F: -0.99582 1.36661 1.54853
S: -0.77252 2.45712 -0.77995
H: 1.58203 -1.15789 -0.25017
H: 0.09343 -0.92373 -1.17401
H: -0.02041 -1.63206 0.60969

---

No. 6
The following is a quantum chemistry calculation of a cluster of 2 separate species, C2H3ClINO2 in total, from the OMol25 dataset.

Output
- LUMO energy (alpha / beta): -2.0 / -1.9 eV
- Net charge: 0
- Relative energy (zero: lowest compared OMol25 entry of this formula, charge and spin): 1.031 eV
- SMILES string: O=[N+]([O-])I.C=CCl
- Orbital gap (alpha / beta): 7.75 / 7.76 eV
- Highest occupied orbital energy (alpha / beta): -0.3566 / -0.3567 hartree

CARTESIAN COORDINATES (ANGSTROEM)
O: 0.90294 1.12805 -0.77747
N: 1.48707 0.75347 0.17301
O: 1.57638 0.88871 1.34187
I: 3.51446 -0.21600 -0.66938
C: -1.75148 -0.07165 0.38448
C: -0.92029 -0.59220 -0.46835
Cl: 0.17431 -1.75856 0.09392
H: -2.40162 0.81364 0.17398
H: -1.81499 -0.46640 1.36604
H: -0.76678 -0.47906 -1.61810